[1]
Molecular formula: C24H26NO
Method: DFT, ωB97M-V/def2-TZVPD

CARTESIAN COORDINATES (ANGSTROEM)
C -2.8780 4.5386 1.6811
O -1.7466 4.1458 2.5020
C -0.7926 3.3786 1.9051
C 0.3165 3.0125 2.7054
C 1.3124 2.2261 2.1458
C 1.3101 1.8737 0.7874
C 2.4014 0.9868 0.2755
C 2.5572 0.7215 -1.1789
C 3.0536 -0.5897 -1.3761
C 3.2475 -1.0633 -2.6764
C 3.0164 -0.1739 -3.7377
C 2.6662 1.1779 -3.5242
C 2.4324 1.6361 -2.2151
C 3.0728 -1.2694 -0.0810
C 2.6192 -0.3670 0.9147
C 2.3411 -0.8415 2.1898
C 2.5672 -2.2042 2.4847
C 3.0101 -3.0932 1.4887
C 3.2419 -2.6291 0.1876
C 0.2252 2.2800 -0.0030
C -0.8097 3.0401 0.5341
H -3.5774 5.0746 2.3312
H -2.5519 5.2003 0.8647
H -3.3722 3.6520 1.2560
H 0.3622 3.2817 3.7523
H 2.1171 1.8843 2.7878
H 3.5530 -2.1074 -2.7855
H 3.1575 -0.5366 -4.7574
H 2.4681 1.8452 -4.3684
H 2.1292 2.6690 -2.0221
H 1.9324 -0.1779 2.9525
H 2.3194 -2.5872 3.4796
H 3.1920 -4.1445 1.7344
H 3.5854 -3.2758 -0.6168
H 0.1386 1.9656 -1.0380
H -1.6293 3.3849 -0.0940
C 8.9625 3.4854 0.2048
C 7.9205 2.3998 0.0026
C 6.5380 2.9009 0.4118
C 5.5062 1.7964 0.1259
N 4.1291 2.0917 0.4075
H 9.9406 3.1489 -0.1470
H 8.6912 4.3964 -0.3468
H 9.0531 3.7379 1.2692
H 7.8935 2.0824 -1.0469
H 8.1610 1.5092 0.5956
H 6.5108 3.1564 1.4875
H 6.2521 3.7954 -0.1687
H 5.5619 1.4961 -0.9368
H 5.7838 0.9010 0.7064
H 3.6137 2.8078 -0.1431
H 3.6808 1.6678 1.2839

Atoms 1-3, force components in eV/Å:
C 0.20 -0.11 0.07
O 0.10 -0.53 -0.80
C 0.10 0.88 0.01

The HOMO-LUMO gap is 6.973 eV. As for the HOMO energy: -11.52 eV. The charge is +1. As for the energy above the lowest of the compared OMol25 structures with the same formula, charge and spin: 31.8 kcal per mole.

***

[2]
Molecular formula: C33H47BN8O8PPbSeTe
Method: DFT, ωB97M-V/def2-TZVPD

CARTESIAN COORDINATES (ANGSTROEM)
Pb 0.3923 -0.3737 0.6265
C 0.4035 -1.9111 -4.6053
N 1.3365 -1.6357 -3.5176
C 2.3420 -2.6655 -3.2713
C 1.3054 -0.5587 -2.7228
O 2.0296 -0.3974 -1.7405
C 0.4159 0.6065 -3.0757
O 0.0279 1.1625 -1.8403
C -0.2366 2.5261 -1.8599
C -0.5067 2.9461 -0.4226
O -0.5622 2.0920 0.4669
N -0.7117 4.2523 -0.1939
C -1.0807 4.7012 1.1431
C -0.7849 5.2488 -1.2525
H 0.3384 -2.9909 -4.7238
H 0.7431 -1.4812 -5.5505
H -0.5964 -1.5475 -4.3831
H 1.9002 -3.5235 -2.7616
H 3.1221 -2.2492 -2.6452
H 2.7614 -2.9857 -4.2253
H -0.4518 0.3558 -3.6854
H 1.0387 1.2986 -3.6588
H -1.1159 2.7630 -2.4764
H 0.6155 3.0816 -2.2681
H -0.8983 3.9004 1.8514
H -2.1355 4.9829 1.1717
H -0.4746 5.5665 1.4110
H -0.0808 5.0382 -2.0533
H -0.5291 6.2190 -0.8325
H -1.7920 5.3129 -1.6733
B -1.9464 -2.8336 2.6549
N -0.6424 -2.2783 3.2651
C -0.2518 -2.6244 4.4997
C 1.0509 -2.2086 4.6973
C 1.3949 -1.5874 3.5033
N 0.3752 -1.6398 2.6417
N -2.6435 -1.8825 1.5689
C -3.7744 -2.2112 1.0413
C -4.1671 -1.2240 0.0415
C -3.0897 -0.2454 0.2257
N -2.1825 -0.6636 1.0755
H -1.7587 -3.8785 2.0878
H -2.7492 -2.9190 3.5474
H -0.9245 -3.1544 5.1539
H 1.6554 -2.3298 5.5789
H 2.3059 -1.0790 3.2350
H -4.2939 -3.1079 1.3457
H -5.1934 -0.9269 -0.1256
H -2.2721 1.4566 -0.1979
Se 0.6286 -5.2585 -0.6539
C 0.2118 -3.5534 -0.4968
N -0.0674 -2.4147 -0.4299
C 4.3790 -3.6562 0.3607
O 4.2357 -2.2356 0.3739
C 4.5023 -1.5798 1.5328
C 4.9386 -2.1808 2.7036
C 5.2373 -1.3976 3.8118
C 5.1078 -0.0205 3.7567
C 4.6418 0.5807 2.5977
C 4.3169 -0.1896 1.4943
N 3.8929 0.3533 0.2587
C 3.4232 1.5495 -0.0658
C 2.8220 2.5471 0.7144
C 2.8554 3.8910 0.2315
C 2.3245 4.9079 0.9576
C 1.6728 4.6155 2.1903
C 1.5254 3.3411 2.6428
C 2.0636 2.2324 1.9093
O 1.8650 1.0307 2.2332
H 4.3706 -3.9531 -0.6827
H 3.5465 -4.1322 0.8810
H 5.3276 -3.9608 0.8031
H 5.0415 -3.2536 2.7646
H 5.5731 -1.8780 4.7215
H 5.3566 0.5899 4.6137
H 4.5633 1.6568 2.5420
H 3.9678 -0.3057 -0.5084
H 3.5404 1.7625 -1.1245
H 3.3732 4.0964 -0.7001
H 2.4112 5.9321 0.6216
H 1.2634 5.4350 2.7698
H 1.0019 3.1192 3.5640
C -6.9582 1.7805 -2.7463
C -5.4617 1.6739 -2.9045
O -5.0938 0.2784 -2.7849
P -3.5994 -0.1516 -3.2634
O -3.0852 0.9172 -0.3934
Te -3.5264 -2.2702 -1.8385
O -3.8117 -0.8606 -4.6946
C -4.9602 -1.6568 -5.0784
C -4.5078 -2.7236 -6.0455
H -7.2556 2.8297 -2.7592
H -7.2727 1.3441 -1.7985
H -7.4733 1.2637 -3.5555
H -4.9419 2.2368 -2.1259
H -5.1442 2.0545 -3.8788
H -5.6890 -0.9873 -5.5347
H -5.4117 -2.0909 -4.1854
H -3.9441 -2.2798 -6.8662
H -5.3768 -3.2337 -6.4624
H -3.8795 -3.4643 -5.5487

Atoms 1-3, force components in eV/Å:
Pb 0.60 0.12 0.13
C 0.03 0.06 0.03
N 0.04 0.10 0.16

The HOMO-LUMO gap is 6.233 eV. As for the HOMO energy: -9.43 eV. The charge is +1. As for the energy above the lowest of the compared OMol25 structures with the same formula, charge and spin: 66.7 kcal per mole.

***

[3]
Molecular formula: C18H16FNO3
Method: DFT, ωB97M-V/def2-TZVPD

CARTESIAN COORDINATES (ANGSTROEM)
C 0.0911 -3.2828 -0.6702
C -0.2023 -1.8157 -0.4745
O -1.2927 -1.3581 -0.2288
N 0.9098 -1.0223 -0.5842
C 0.8407 0.3625 -0.5290
C 1.8833 1.1766 -0.3148
C 3.2569 0.7764 -0.0309
C 4.3068 1.5530 -0.5279
C 5.6231 1.2094 -0.2937
C 5.8924 0.0826 0.4634
C 4.8794 -0.6912 0.9996
C 3.5660 -0.3403 0.7492
H 2.7729 -0.9106 1.2085
H 5.1248 -1.5475 1.6079
F 7.1754 -0.2626 0.6964
H 6.4369 1.8003 -0.6831
H 4.0813 2.4297 -1.1160
H 1.7128 2.2391 -0.4077
C -0.5086 0.9301 -0.8963
O -0.9575 0.8554 -2.0103
O -1.0327 1.6085 0.1138
C -2.3320 2.1871 -0.0933
C -3.4106 1.1875 0.2287
C -3.8982 1.0759 1.5237
C -4.8582 0.1277 1.8283
C -5.3316 -0.7205 0.8421
C -4.8425 -0.6179 -0.4487
C -3.8857 0.3322 -0.7564
H -3.4928 0.4038 -1.7589
H -5.2046 -1.2831 -1.2186
H -6.0784 -1.4637 1.0815
H -5.2341 0.0476 2.8382
H -3.5218 1.7326 2.2951
H -2.4059 2.5152 -1.1355
H -2.3683 3.0454 0.5812
H 1.8212 -1.4400 -0.7153
H 0.8498 -3.6165 0.0346
H -0.8200 -3.8529 -0.5163
H 0.4536 -3.4528 -1.6819

Atoms 1-3, force components in eV/Å:
C -0.28 0.02 -0.02
C 0.25 -0.47 0.05
O -0.16 -0.07 0.08

The HOMO-LUMO gap is 9.017 eV. As for the HOMO energy: -8.42 eV. As for the energy above the lowest of the compared OMol25 structures with the same formula, charge and spin: 0.0 kcal per mole.

***

[4]
Molecular formula: C4H6N2O2
Method: DFT, ωB97M-V/def2-TZVPD

CARTESIAN COORDINATES (ANGSTROEM)
C -1.7767 -1.2219 0.3149
C -2.5665 -0.1561 -0.3101
C 0.3741 0.7332 0.0776
C 1.6523 1.3606 -0.1895
N -0.5560 -1.4451 0.2140
N 0.4703 -0.5815 0.0105
O -2.3302 1.0934 -0.2086
O 1.5855 -1.4060 -0.0743
H -2.3686 -2.0895 0.6010
H 1.4389 1.7325 -1.1356
H 1.8554 2.1133 0.4402
H 2.5759 0.8189 -0.2726
H -1.6439 1.3246 0.4019
H 1.2897 -2.2765 0.1307

Atoms 1-3, force components in eV/Å:
C -1.99 1.47 0.10
C -0.52 -0.13 -0.70
C 0.64 -2.71 0.70

The HOMO-LUMO gap (spin up / spin down) is 8.007 / 8.008 eV. As for the HOMO energy (spin up / spin down): -8.36 / -8.36 eV. As for the energy above the lowest of the compared OMol25 structures with the same formula, charge and spin: 203.5 kcal per mole.

***

[5]
Molecular formula: C24H22F5N5O4Pt
Method: DFT, ωB97M-V/def2-TZVPD

CARTESIAN COORDINATES (ANGSTROEM)
Pt 0.9412 -1.0354 0.2145
C 0.2951 -6.4665 0.1100
N 0.2895 -5.1136 -0.4333
C 0.3050 -5.0550 -1.8859
C 0.7668 -4.0453 0.2581
N 1.4510 -3.0848 -0.2512
N 0.4405 -4.0430 1.6098
C 0.4741 -2.9595 2.4574
N -0.1271 -3.1900 3.6596
N 1.0119 -1.8417 2.1339
H -0.6834 -6.9319 -0.0153
H 0.5645 -6.4814 1.1634
H 1.0343 -7.0727 -0.4201
H -0.4353 -5.7607 -2.2582
H 1.2806 -5.3268 -2.3037
H 0.0284 -4.0574 -2.2224
H 1.6571 -3.1910 -1.2347
H -0.2207 -4.7530 1.8764
H -0.1496 -4.1283 4.0237
H -0.0368 -2.4690 4.3560
H 0.9394 -1.1202 2.8390
O 1.1499 1.2745 0.5130
C 1.2100 2.0382 -0.6921
C 1.2198 1.0221 -1.9280
O 1.4542 1.4535 -3.0396
O 0.9105 -0.1929 -1.6591
C 2.4793 2.8908 -0.6444
C 2.9632 3.5706 -1.7590
C 4.1010 4.3578 -1.6601
C 4.7601 4.4986 -0.4484
C 4.2711 3.8456 0.6709
C 3.1423 3.0456 0.5725
C -0.0253 2.9356 -0.7877
C -0.6640 3.2327 -1.9860
C -1.7880 4.0471 -1.9971
C -2.2931 4.5718 -0.8183
C -1.6564 4.2890 0.3802
C -0.5305 3.4824 0.3937
H 0.2169 1.2165 0.8235
H 2.4555 3.4787 -2.7056
H 4.4742 4.8691 -2.5386
H 5.6454 5.1180 -0.3730
H 4.7612 3.9607 1.6299
H 2.7647 2.5386 1.4483
H -0.2875 2.8279 -2.9147
H -2.2794 4.2622 -2.9377
H -3.1760 5.1982 -0.8325
H -2.0426 4.6886 1.3091
H -0.0307 3.2948 1.3361
F -6.2287 -0.6192 -0.0745
C -4.9336 -0.4639 0.2373
C -4.0201 -1.4643 -0.0306
F -4.4310 -2.6047 -0.6023
C -2.6906 -1.3015 0.3003
F -1.8573 -2.3370 0.0339
C -2.1707 -0.1351 0.9125
O -0.9352 0.0508 1.2579
C -3.1544 0.8470 1.1747
F -2.7659 1.9809 1.7730
C -4.4856 0.6935 0.8514
F -5.3592 1.6642 1.1338

Atoms 1-3, force components in eV/Å:
Pt 1.27 -0.86 0.08
C -0.09 -0.07 0.01
N 0.34 -0.04 0.02

The HOMO-LUMO gap is 6.982 eV. As for the HOMO energy: -7.48 eV. As for the energy above the lowest of the compared OMol25 structures with the same formula, charge and spin: 16.6 kcal per mole.

***

[6]
Molecular formula: C3H8N2O
Method: DFT, ωB97M-V/def2-TZVPD

CARTESIAN COORDINATES (ANGSTROEM)
C 1.3511 -0.7080 0.0094
C 0.4574 1.1430 1.0211
C -1.7732 -0.2955 -0.3867
N 0.4729 -0.3195 -1.1140
N -0.6087 0.5152 -0.8079
O 1.5228 0.4999 0.7621
H 0.7538 -1.3478 0.6130
H 2.3381 -1.2464 0.0098
H 0.4838 2.2494 0.9896
H -0.2613 0.5896 1.6127
H -2.5654 0.3958 -0.6846
H -1.7059 -1.2847 -0.9484
H -1.5514 -0.4617 0.6534
H 1.0858 0.2708 -1.7295

Atoms 1-3, force components in eV/Å:
C -1.26 -0.09 0.95
C -3.63 0.58 -1.59
C 2.07 0.02 -1.20

The HOMO-LUMO gap is 9.043 eV. As for the HOMO energy: -8.10 eV. As for the energy above the lowest of the compared OMol25 structures with the same formula, charge and spin: 126.5 kcal per mole.